Here is a 3-piece molecular cluster, C30H58N3O6PS overall from the OMol25 dataset. Energies are from the ωB97M-V functional and the def2-TZVPD basis.

Properties
E	-2532.64808	a.u.
multiplicity	3
E_HOMO (alpha / beta)	-7.45 / -7.45	eV
orbital gap (alpha / beta)	7.76 / 7.19	eV
total charge	0

Last column: Löwdin spin population.
Atoms and positions in Å:
C: 2.790 -2.066 -4.014  0.0000
O: 2.580 -1.068 -2.953  0.0000
C: 2.846 0.317 -3.467  0.0000
C: 1.501 0.751 -4.298  0.0000
C: 1.445 2.324 -4.759  0.0000
C: 0.339 3.234 -3.929  0.0000
C: -1.226 2.927 -4.355  0.0000
N: -1.836 1.882 -3.436  0.0000
C: -1.738 1.798 -1.912  0.0003
C: -2.506 0.473 -1.315  -0.0003
C: -3.105 -0.221 -2.683  0.0002
C: -2.674 0.710 -3.985  -0.0002
C: 3.138 1.229 -2.117  0.0000
O: 1.878 1.475 -1.367  0.0000
C: 2.147 1.982 -0.012  0.0000
P: 4.186 2.794 -2.436  0.0000
O: 5.004 2.602 -3.999  0.0000
O: 3.190 4.243 -2.625  0.0000
S: 5.475 3.197 -1.024  0.0000
H: 3.650 -2.792 -3.616  0.0000
H: 3.021 -1.616 -5.073  0.0000
H: 1.804 -2.736 -4.045  0.0000
H: 3.812 0.209 -4.141  0.0000
H: 0.530 0.402 -3.723  0.0000
H: 1.513 0.111 -5.305  0.0000
H: 2.485 2.862 -4.773  0.0000
H: 1.065 2.328 -5.891  0.0000
H: 0.515 3.201 -2.772  0.0000
H: 0.545 4.360 -4.263  0.0000
H: -1.829 3.958 -4.317  0.0000
H: -1.279 2.488 -5.444  0.0000
H: -1.165 2.607 -1.249  0.0000
H: -2.585 0.123 -0.196  0.0000
H: -3.744 -1.208 -2.688  -0.0001
H: -2.923 0.563 -5.127  0.0000
H: 3.792 0.530 -1.404  0.0000
H: 1.148 1.952 0.641  0.0000
H: 2.472 3.110 -0.053  0.0000
H: 2.999 1.410 0.567  0.0000
H: 5.993 2.725 -3.893  0.0000
H: 2.631 4.393 -1.808  0.0000
C: -6.441 -6.334 -0.149  0.0015
C: -6.034 -4.866 0.161  0.0210
C: -7.019 -4.228 1.184  0.0124
C: -8.376 -3.863 0.593  0.0008
C: -8.215 -3.013 -0.663  0.0125
C: -7.284 -3.668 -1.715  0.0222
N: -5.969 -4.097 -1.131  0.3065
O: -5.204 -2.939 -0.902  0.6168
C: -8.017 -4.879 -2.356  0.0006
C: -7.109 -2.686 -2.916  -0.0010
C: -4.648 -5.005 0.872  -0.0010
H: -6.195 -6.613 -1.179  0.0013
H: -5.908 -7.053 0.482  -0.0004
H: -7.505 -6.522 0.020  -0.0001
H: -6.574 -3.315 1.604  0.0025
H: -7.170 -4.908 2.032  0.0009
H: -8.952 -4.767 0.372  0.0003
H: -8.960 -3.307 1.336  0.0009
H: -9.207 -2.827 -1.097  0.0008
H: -7.823 -2.028 -0.374  0.0027
H: -7.365 -5.405 -3.066  0.0009
H: -8.904 -4.551 -2.912  -0.0004
H: -8.385 -5.605 -1.633  0.0000
H: -6.703 -1.716 -2.611  -0.0007
H: -8.074 -2.475 -3.395  -0.0003
H: -6.450 -3.111 -3.680  0.0002
H: -3.902 -5.451 0.202  0.0001
H: -4.726 -5.651 1.755  -0.0002
H: -4.257 -4.048 1.236  -0.0007
C: 6.863 2.017 3.447  0.0015
C: 5.359 1.715 3.697  0.0210
C: 4.488 2.968 3.386  0.0124
C: 4.577 4.062 4.445  0.0008
C: 4.306 3.500 5.837  0.0124
C: 5.211 2.289 6.180  0.0220
N: 5.188 1.233 5.112  0.3046
O: 3.950 0.569 5.193  0.6193
C: 6.662 2.791 6.419  0.0006
C: 4.796 1.730 7.578  -0.0010
C: 5.013 0.630 2.626  -0.0010
H: 7.507 1.458 4.135  0.0013
H: 7.183 1.720 2.443  -0.0004
H: 7.100 3.081 3.533  -0.0001
H: 3.435 2.671 3.291  0.0024
H: 4.772 3.388 2.413  0.0008
H: 5.558 4.546 4.411  0.0003
H: 3.844 4.846 4.220  0.0009
H: 4.445 4.300 6.576  0.0008
H: 3.248 3.211 5.900  0.0027
H: 7.344 1.953 6.608  0.0009
H: 6.708 3.452 7.294  -0.0004
H: 7.066 3.379 5.597  0.0000
H: 3.743 1.432 7.618  -0.0008
H: 4.927 2.489 8.359  -0.0003
H: 5.409 0.866 7.855  0.0001
H: 5.595 -0.286 2.787  0.0002
H: 5.242 0.992 1.615  -0.0002
H: 3.949 0.365 2.613  -0.0007